--- w ---
{"formula": "C4H16O4", "method": "ωB97M-V with the def2-TZVPD basis set", "species": ["O", "O", "O", "O", "C", "C", "C", "C", "H", "H", "H", "H", "H", "H", "H", "H", "H", "H", "H", "H", "H", "H", "H", "H"], "positions_angstrom": [[-38.03, 26.41, -11.44], [-45.15, 25.82, -19.18], [-38.37, 28.89, -16.86], [-35.85, 33.36, -13.21], [-38.78, 27.94, -17.77], [-35.08, 32.54, -12.35], [-44.90, 25.00, -18.05], [-36.88, 25.78, -10.92], [-36.27, 25.47, -11.77], [-43.86, 24.67, -18.04], [-34.77, 33.03, -11.43], [-46.05, 26.17, -19.15], [-38.63, 28.41, -16.07], [-34.20, 32.12, -12.84], [-37.18, 24.96, -10.27], [-45.57, 24.14, -17.96], [-36.32, 26.46, -10.27], [-39.85, 27.83, -17.56], [-45.00, 25.60, -17.15], [-38.59, 26.70, -10.72], [-38.22, 27.05, -17.51], [-38.70, 28.32, -18.79], [-36.23, 32.71, -13.81], [-35.67, 31.63, -12.20]], "homo_energy_ev": -10.164, "orbital_gap_ev": 10.655}


--- x ---
{"formula": "C4H16O4", "method": "ωB97M-V with the def2-TZVPD basis set", "species": ["O", "O", "O", "O", "C", "C", "C", "C", "H", "H", "H", "H", "H", "H", "H", "H", "H", "H", "H", "H", "H", "H", "H", "H"], "positions_angstrom": [[1.34, 2.78, -1.15], [-0.13, 0.11, -2.24], [-2.48, 1.64, -0.79], [3.63, 0.79, 0.88], [-0.42, -1.22, 0.76], [0.70, -1.86, 0.43], [-1.79, -1.90, 0.66], [-0.40, 0.07, 1.56], [0.67, -2.83, -0.07], [1.64, -1.34, 0.58], [-2.37, 1.37, -1.71], [-1.65, -2.96, 0.79], [3.47, 0.66, -0.06], [0.65, 2.25, -1.55], [-1.34, 0.61, 1.52], [-0.14, -0.13, 2.59], [2.76, 0.94, 1.25], [0.09, -0.29, -1.38], [-0.35, -0.67, -2.77], [0.40, 0.72, 1.20], [-1.75, 2.27, -0.66], [-2.47, -1.53, 1.42], [2.14, 2.31, -0.92], [-2.20, -1.79, -0.34]], "homo_energy_ev": -9.831, "orbital_gap_ev": 10.114}


So which one wins? Going from most stable to least: x, w.


--- w ---
{"formula": "C5H16N", "method": "ωB97M-V with the def2-TZVPD basis set", "species": ["N", "C", "C", "C", "C", "C", "H", "H", "H", "H", "H", "H", "H", "H", "H", "H", "H", "H", "H", "H", "H", "H"], "positions_angstrom": [[1.35, 0.81, -0.85], [-0.52, 0.53, 2.07], [-1.83, -0.26, 1.57], [-2.99, 0.39, 0.88], [2.36, -0.22, -1.48], [1.51, -1.33, -2.15], [1.06, 1.45, -1.46], [-2.16, -0.82, 2.48], [0.69, -1.67, -1.47], [2.87, -0.82, -0.67], [0.51, 0.27, -0.55], [1.69, 1.21, 0.05], [-3.33, 1.17, 1.58], [-0.51, 1.67, 1.68], [0.30, 0.00, 1.65], [1.24, -1.25, -3.21], [2.19, -2.16, -2.22], [-3.82, -0.35, 0.83], [2.77, 0.54, -2.20], [-0.21, 0.68, 3.22], [-1.19, -1.09, 0.97], [-2.78, 0.78, -0.10]], "homo_energy_ev": -14.318, "total_charge": 1, "orbital_gap_ev": 10.809}


--- x ---
{"formula": "C5H16N", "method": "ωB97M-V with the def2-TZVPD basis set", "species": ["N", "C", "C", "C", "C", "C", "H", "H", "H", "H", "H", "H", "H", "H", "H", "H", "H", "H", "H", "H", "H", "H"], "positions_angstrom": [[-1.48, 1.96, 1.83], [-1.20, 2.47, 0.45], [0.78, -2.36, -0.90], [1.73, -1.42, -1.72], [0.72, -1.89, 0.55], [-0.75, 1.33, -0.41], [0.03, 0.73, 0.03], [-1.28, 2.61, 2.59], [-0.92, 1.11, 2.00], [-0.44, 3.26, 0.53], [-0.25, -1.89, 1.07], [1.00, -3.43, -0.93], [2.28, -0.80, -1.03], [1.37, -2.48, 1.23], [-0.24, -2.25, -1.27], [-2.44, 1.62, 1.89], [-0.44, 1.75, -1.37], [1.26, -0.95, 0.76], [-1.53, 0.56, -0.58], [1.27, -0.93, -2.56], [-2.04, 3.01, 0.00], [2.55, -2.03, -2.14]], "homo_energy_ev": -13.993, "total_charge": 1, "orbital_gap_ev": 10.151}


So which one wins? Going from most stable to least: x, w.


--- w ---
{"formula": "C4H14O2S", "method": "ωB97M-V with the def2-TZVPD basis set", "species": ["S", "O", "O", "C", "C", "C", "C", "H", "H", "H", "H", "H", "H", "H", "H", "H", "H", "H", "H", "H", "H"], "positions_angstrom": [[-2.31, 0.84, 1.24], [-0.33, -1.01, 3.16], [0.39, 3.17, 1.24], [1.92, -0.94, -1.96], [-1.39, -0.22, 0.05], [0.48, -1.06, -1.42], [-0.05, 0.14, -0.63], [2.49, -0.68, -1.07], [-1.26, -1.14, 0.71], [-3.21, 1.22, 0.28], [2.10, -0.24, -2.88], [-0.27, -1.38, -2.21], [0.45, 3.07, 2.23], [0.80, 0.41, 0.07], [-0.62, -0.19, 2.78], [0.51, -1.04, 2.74], [0.48, -1.88, -0.82], [2.40, -1.94, -2.25], [-2.12, -0.50, -0.80], [-0.16, 2.47, 0.89], [-0.31, 0.90, -1.37]], "homo_energy_ev": -9.586, "orbital_gap_ev": 10.036}


--- x ---
{"formula": "C4H14O2S", "method": "ωB97M-V with the def2-TZVPD basis set", "species": ["S", "O", "O", "C", "C", "C", "C", "H", "H", "H", "H", "H", "H", "H", "H", "H", "H", "H", "H", "H", "H"], "positions_angstrom": [[0.83, 0.21, -2.77], [1.89, -2.00, 0.34], [-0.70, -2.08, -0.95], [-0.49, 1.14, -0.21], [-0.95, 0.15, 0.85], [0.78, 0.85, -0.97], [-1.70, 1.03, 1.91], [-1.96, 0.50, 2.85], [-0.38, 2.04, 0.36], [2.13, 0.10, -2.91], [-2.61, 1.57, 1.46], [-0.03, -2.07, -0.31], [1.54, 1.64, -1.11], [1.16, -0.11, -0.65], [-0.39, -1.64, -1.74], [-1.64, -0.55, 0.30], [-1.28, 1.40, -0.90], [-0.99, 1.83, 2.18], [2.47, -1.28, -0.07], [-0.11, -0.39, 1.22], [2.44, -2.37, 1.12]], "homo_energy_ev": -9.137, "orbital_gap_ev": 9.400}


So which one wins? Going from most stable to least: w, x.


--- w ---
{"formula": "C21H26N2O6S", "method": "ωB97M-V with the def2-TZVPD basis set", "species": ["S", "O", "O", "O", "O", "O", "O", "N", "N", "C", "C", "C", "C", "C", "C", "C", "C", "C", "C", "C", "C", "C", "C", "C", "C", "C", "C", "C", "C", "C", "H", "H", "H", "H", "H", "H", "H", "H", "H", "H", "H", "H", "H", "H", "H", "H", "H", "H", "H", "H", "H", "H", "H", "H", "H", "H"], "positions_angstrom": [[2.13, 1.47, 4.66], [0.75, 1.36, 5.02], [0.86, -2.45, -1.84], [2.85, 1.25, 0.81], [-2.89, 0.69, -2.52], [-0.85, 1.24, 1.91], [3.00, 2.14, 5.59], [-1.35, -0.99, -2.41], [1.10, -0.44, 2.57], [-1.20, 0.14, -0.24], [-3.12, -2.64, -5.89], [3.01, 1.13, 2.20], [-2.78, -0.85, -4.32], [2.52, -0.24, 2.76], [-3.62, -1.75, -6.82], [-0.74, -0.78, -1.18], [-0.55, 0.29, 0.96], [-2.71, -2.20, -4.64], [-2.37, -0.30, -3.00], [-3.71, -0.40, -6.50], [2.28, 2.20, 3.00], [1.85, -1.92, -2.72], [-2.08, 1.94, 1.82], [0.55, -0.53, 1.29], [-3.30, 0.04, -5.25], [1.01, -1.44, 0.35], [2.79, -0.19, 4.25], [3.18, -1.63, -2.04], [-2.16, 2.84, 3.05], [0.39, -1.55, -0.89], [4.09, 1.21, 2.36], [3.85, -0.21, 4.50], [-2.11, 2.53, 0.90], [-0.95, -1.77, -2.92], [-3.14, 3.29, 3.11], [2.24, -0.94, 4.80], [-3.07, -3.70, -6.13], [3.90, -1.33, -2.80], [1.27, 2.37, 2.62], [2.83, 3.14, 3.07], [-1.97, 2.25, 3.94], [3.55, -2.52, -1.54], [1.47, -1.00, -3.19], [-4.10, 0.30, -7.22], [-3.94, -2.10, -7.79], [-2.35, -2.93, -3.92], [-2.91, 1.22, 1.81], [3.07, -1.05, 2.26], [0.55, 0.15, 3.17], [1.84, -2.09, 0.58], [1.97, -2.69, -3.48], [-2.06, 0.74, -0.50], [-1.41, 3.62, 2.99], [3.09, -0.83, -1.32], [-3.38, 1.08, -4.98], [1.91, 1.17, 0.60]], "homo_energy_ev": -7.681, "orbital_gap_ev": 8.225}


--- x ---
{"formula": "C21H26N2O6S", "method": "ωB97M-V with the def2-TZVPD basis set", "species": ["S", "O", "O", "O", "O", "O", "O", "N", "N", "C", "C", "C", "C", "C", "C", "C", "C", "C", "C", "C", "C", "C", "C", "C", "C", "C", "C", "C", "C", "C", "H", "H", "H", "H", "H", "H", "H", "H", "H", "H", "H", "H", "H", "H", "H", "H", "H", "H", "H", "H", "H", "H", "H", "H", "H", "H"], "positions_angstrom": [[-0.68, 3.31, -3.62], [-0.79, 2.73, 3.10], [0.57, 3.63, -4.25], [-1.80, 4.17, -3.84], [1.13, -1.29, 4.86], [-3.44, 1.70, -1.64], [0.93, 1.39, 2.54], [-1.04, 1.73, -4.09], [0.14, -1.11, 2.83], [-0.04, 2.28, 2.27], [3.11, -3.38, 0.52], [-0.43, 3.08, -1.87], [-2.47, 0.21, -0.31], [-1.94, 0.06, -1.61], [2.69, -2.77, -0.81], [1.03, 0.89, 3.86], [-3.37, 1.22, -0.39], [-2.41, 1.33, -3.83], [-1.11, 3.46, 0.38], [0.38, -2.42, 0.09], [-2.57, 0.99, -2.39], [1.20, -3.01, -1.05], [-0.12, 2.59, 0.82], [0.79, -0.63, 3.91], [0.74, 1.99, -0.10], [-0.05, -2.52, 2.59], [0.79, -3.05, 1.43], [0.58, 2.24, -1.45], [-1.27, 3.71, -0.97], [2.28, -2.80, 1.67], [-3.11, 2.15, -4.07], [0.30, 1.39, 4.51], [0.23, -3.03, 3.52], [2.89, -1.70, -0.79], [4.17, -3.19, 0.70], [0.53, -1.34, 0.12], [2.58, -3.26, 2.61], [-0.04, -0.49, 2.06], [0.91, -2.55, -2.00], [1.53, 1.33, 0.24], [-2.64, 0.46, -4.45], [-1.20, -0.65, -1.93], [-0.69, -2.61, -0.09], [0.62, -4.13, 1.37], [2.03, 1.09, 4.24], [3.27, -3.21, -1.62], [-2.22, -0.36, 0.57], [2.47, -1.73, 1.74], [-2.04, 4.36, -1.34], [-0.75, 1.60, -5.05], [2.97, -4.47, 0.49], [-1.76, 3.92, 1.12], [-4.02, 1.67, 0.34], [-1.11, -2.71, 2.40], [1.01, -4.08, -1.13], [1.22, 1.79, -2.20]], "homo_energy_ev": -8.898, "orbital_gap_ev": 8.471}


So which one wins? Going from most stable to least: x, w.


--- w ---
{"formula": "CH5N3S2", "method": "ωB97M-V with the def2-TZVPD basis set", "species": ["S", "S", "N", "N", "N", "C", "H", "H", "H", "H", "H"], "positions_angstrom": [[-2.04, -0.81, -0.05], [2.00, -0.75, -0.27], [0.57, -0.29, 0.96], [0.43, 2.17, 0.12], [-0.58, 1.32, -0.55], [-0.57, 0.00, 0.10], [-1.36, 1.66, -0.96], [0.32, -1.12, 1.35], [0.90, -1.88, -0.80], [1.29, 1.53, -0.12], [0.02, 2.34, 1.32]], "homo_energy_ev": -8.716, "orbital_gap_ev": 7.841}


--- x ---
{"formula": "CH5N3S2", "method": "ωB97M-V with the def2-TZVPD basis set", "species": ["S", "S", "N", "N", "N", "C", "H", "H", "H", "H", "H"], "positions_angstrom": [[-2.73, -0.05, 0.15], [2.72, -0.02, 0.00], [-0.10, 1.41, -0.08], [-1.16, -0.71, -0.14], [1.13, -0.67, -0.04], [-0.02, 0.12, -0.11], [-1.13, -1.30, -0.98], [-2.41, 1.14, -0.40], [1.01, -1.61, 0.37], [2.84, 0.24, 1.32], [0.77, 1.84, -0.22]], "homo_energy_ev": -8.995, "orbital_gap_ev": 9.527}


So which one wins? Going from most stable to least: x, w.